--- a ---
ORCA calculation (wB97M-V/def2-TZVPD) on 2 unconnected molecules or ions with the total composition C6H11N2P.

## Properties
Lowest unoccupied orbital energy (spin up / spin down) = 0.3610 / 0.3619 eV
Orbital gap (spin up / spin down) = 0.2935 / 0.2937 hartree
Net charge = 0

Positions of all 20 atoms, in Å:
1 C 1.176 2.517 0.921
2 C -1.088 -1.474 0.559
3 C 0.499 1.638 0.246
4 C -0.552 -2.861 1.009
5 C -1.158 0.912 -1.381
6 C -0.699 0.767 0.039
7 N -0.220 -0.582 0.324
8 N 1.979 1.063 -1.308
9 P 2.292 -0.409 -0.903
10 H 2.180 2.619 0.655
11 H 0.759 3.221 1.613
12 H -2.234 -1.350 0.658
13 H -0.964 -3.816 0.555
14 H 0.521 -2.812 1.194
15 H -1.005 -2.941 1.946
16 H -0.347 1.347 -2.079
17 H -1.430 -0.157 -1.657
18 H -1.990 1.684 -1.467
19 H -1.411 1.102 0.782
20 H 3.693 -0.468 -1.708

Löwdin population analysis, charges in e, atoms 1 to 4:
1 C 0.014
2 C -0.197
3 C -0.097
4 C -0.070

--- b ---
ORCA calculation (wB97M-V/def2-TZVPD) on 2 unconnected molecules or ions with the total composition C6H11N2P.

## Properties
Lowest unoccupied orbital energy = -0.8054 eV
Orbital gap = 0.2939 hartree
Net charge = 0

Positions of all 20 atoms, in Å:
1 C 3.971 -1.207 -0.148
2 C 2.602 -0.651 -0.210
3 C 1.713 -0.706 0.802
4 N 0.696 0.171 0.437
5 C -0.439 0.438 1.189
6 P -1.743 1.334 0.457
7 C 1.136 0.787 -0.705
8 N 2.274 0.319 -1.132
9 H 4.009 -2.326 0.098
10 H 4.528 -1.231 -1.121
11 H 4.346 -0.703 0.802
12 H 1.682 -1.349 1.610
13 H -2.378 1.759 1.579
14 H -1.499 2.655 0.208
15 H 0.552 1.641 -1.055
16 C -4.306 -0.236 -0.535
17 H -3.269 -0.644 -0.460
18 H -5.113 -0.907 -0.843
19 H -4.259 0.480 -1.326
20 H -4.503 0.376 0.353

Löwdin population analysis, charges in e, atoms 1 to 4:
1 C -0.059
2 C -0.373
3 C -0.038
4 N -0.202

--- c ---
ORCA calculation (wB97M-V/def2-TZVPD) on 2 unconnected molecules or ions with the total composition C6H11N2P.

## Properties
Lowest unoccupied orbital energy = 0.3382 eV
Orbital gap = 0.3160 hartree
Net charge = 0

Positions of all 20 atoms, in Å:
1 C -1.459 1.182 0.394
2 C -0.105 -0.716 0.136
3 C 1.058 -0.163 -0.144
4 C -2.498 1.927 1.156
5 C -0.445 -2.164 -0.058
6 C 1.759 1.100 0.071
7 N -1.110 0.027 0.750
8 N 2.570 -1.524 -0.873
9 P 2.133 -1.780 -2.316
10 H -1.060 1.681 -0.498
11 H -2.615 1.493 2.147
12 H -3.451 1.866 0.628
13 H -2.227 2.979 1.237
14 H -1.275 -2.420 0.598
15 H -0.745 -2.350 -1.089
16 H 0.418 -2.785 0.173
17 H 2.022 1.573 -0.877
18 H 2.682 0.918 0.626
19 H 1.131 1.786 0.652
20 H 3.217 -2.630 -2.714

Löwdin population analysis, charges in e, atoms 1 to 4:
1 C -0.214
2 C -0.381
3 C -0.118
4 C -0.068

Most stable: b

--- a ---
ORCA calculation (wB97M-V/def2-TZVPD) on 2 unconnected molecules or ions with the total composition C5H10O2S.

## Properties
Lowest unoccupied orbital energy (spin up / spin down) = 0.3168 / 0.5572 eV
Orbital gap (spin up / spin down) = 0.2945 / 0.2931 hartree
Net charge = 0

Positions of all 18 atoms, in Å:
1 C 2.509 0.928 -2.257
2 C -0.313 1.203 1.344
3 C 0.800 -1.356 1.941
4 C -2.585 -0.886 -0.931
5 C -0.468 -0.047 0.485
6 O 2.628 1.832 -1.462
7 O 0.249 -1.145 0.743
8 S -0.969 0.048 -1.181
9 H 1.940 1.210 -3.144
10 H 0.717 1.560 1.501
11 H -0.857 2.004 0.917
12 H -0.714 0.886 2.426
13 H 3.051 0.001 -2.229
14 H 1.470 -2.249 2.043
15 H 0.840 -0.598 2.720
16 H -2.349 -1.319 0.006
17 H -2.544 -1.746 -1.736
18 H -3.405 -0.327 -1.185

Löwdin population analysis, charges in e, atoms 1 to 4:
1 C -0.138
2 C -0.095
3 C -0.023
4 C -0.318

--- b ---
ORCA calculation (wB97M-V/def2-TZVPD) on 2 unconnected molecules or ions with the total composition C5H10O2S.

## Properties
Lowest unoccupied orbital energy = -2.9439 eV
Orbital gap = 0.1765 hartree
Net charge = 0

Positions of all 18 atoms, in Å:
1 O 2.129 -0.530 -1.694
2 C 2.782 -0.373 -0.518
3 O 3.920 -0.741 -0.376
4 C 1.971 0.289 0.501
5 C 0.649 0.671 0.299
6 C 0.021 1.295 1.531
7 S -2.259 0.033 -0.148
8 C -3.442 -1.147 -0.800
9 H 2.778 -0.977 -2.261
10 H 2.424 0.296 1.485
11 H -1.009 1.500 1.310
12 H 0.005 -0.265 -0.055
13 H 0.517 1.267 -0.619
14 H 0.074 0.626 2.389
15 H 0.513 2.221 1.820
16 H -3.950 -1.673 -0.008
17 H -4.165 -0.610 -1.418
18 H -2.958 -1.882 -1.440

Löwdin population analysis, charges in e, atoms 1 to 4:
1 O 0.103
2 C -0.526
3 O 0.117
4 C 0.073

Most stable: b

--- a ---
ORCA calculation (wB97M-V/def2-TZVPD) on 8 unconnected molecules or ions with the total composition C8H32O8.

## Properties
Lowest unoccupied orbital energy = 0.4326 eV
Orbital gap = 0.3879 hartree
Net charge = 0

Positions of all 48 atoms, in Å:
1 C -5.099 -3.969 4.872
2 O -3.862 -4.250 5.483
3 H -5.034 -4.020 3.785
4 H -5.848 -4.692 5.195
5 H -5.358 -2.933 5.094
6 H -3.240 -3.527 5.377
7 C 6.809 2.032 -3.515
8 O 6.086 0.896 -3.083
9 H 7.635 1.831 -4.197
10 H 6.132 2.785 -3.919
11 H 7.160 2.550 -2.623
12 H 6.712 0.201 -2.867
13 C -7.125 1.121 0.849
14 O -7.135 2.011 1.929
15 H -7.647 0.214 1.154
16 H -7.663 1.551 0.004
17 H -6.116 0.872 0.519
18 H -6.617 2.747 1.596
19 C 9.892 -4.980 -1.144
20 O 8.685 -4.252 -1.224
21 H 9.979 -5.805 -1.850
22 H 10.762 -4.363 -1.373
23 H 9.982 -5.352 -0.123
24 H 7.925 -4.729 -0.884
25 C 0.487 -1.269 -0.709
26 O 0.635 0.010 -1.243
27 H -0.322 -1.459 -0.003
28 H 0.292 -1.959 -1.530
29 H 1.446 -1.568 -0.285
30 H 1.512 0.038 -1.631
31 C -0.754 1.432 5.513
32 O -0.406 0.208 6.136
33 H -1.830 1.438 5.342
34 H -0.431 2.241 6.168
35 H -0.209 1.618 4.588
36 H 0.511 0.310 6.403
37 C -2.112 6.659 1.480
38 O -3.507 6.501 1.474
39 H -1.650 5.863 0.897
40 H -1.890 7.520 0.849
41 H -1.675 6.653 2.478
42 H -3.916 7.289 1.840
43 C -2.362 -1.139 -7.501
44 O -1.813 -1.094 -8.820
45 H -1.779 -0.603 -6.752
46 H -3.293 -0.571 -7.516
47 H -2.525 -2.141 -7.104
48 H -1.425 -1.916 -9.128

Löwdin population analysis, charges in e, atoms 1 to 4:
1 C -0.174
2 O -0.124
3 H 0.068
4 H 0.080

--- b ---
ORCA calculation (wB97M-V/def2-TZVPD) on 8 unconnected molecules or ions with the total composition C8H32O8.

## Properties
Lowest unoccupied orbital energy = 0.1484 eV
Orbital gap = 0.3785 hartree
Net charge = 0

Positions of all 48 atoms, in Å:
1 C 2.934 -4.891 -0.969
2 O 3.301 -5.914 -1.868
3 H 2.768 -3.945 -1.485
4 H 2.077 -5.134 -0.341
5 H 3.780 -4.771 -0.292
6 H 2.527 -6.066 -2.414
7 C 0.672 0.219 -6.476
8 O 1.460 0.419 -7.603
9 H -0.381 0.033 -6.685
10 H 0.981 -0.669 -5.925
11 H 0.693 1.094 -5.826
12 H 0.983 0.784 -8.352
13 C -4.733 -3.750 1.807
14 O -3.524 -3.921 1.087
15 H -5.306 -2.999 1.263
16 H -5.325 -4.653 1.953
17 H -4.515 -3.480 2.841
18 H -3.186 -3.059 0.834
19 C 0.198 1.555 -0.540
20 O -0.722 0.511 -0.276
21 H 1.126 1.081 -0.860
22 H -0.220 2.102 -1.384
23 H 0.411 2.210 0.305
24 H -1.410 0.935 0.242
25 C -4.887 1.830 4.170
26 O -4.581 1.878 2.799
27 H -5.078 0.802 4.478
28 H -4.056 2.235 4.747
29 H -5.789 2.388 4.420
30 H -4.524 2.792 2.512
31 C 0.491 -1.686 4.936
32 O 1.512 -0.937 5.528
33 H 0.900 -1.954 3.962
34 H 0.171 -2.554 5.512
35 H -0.347 -1.072 4.605
36 H 1.141 -0.519 6.309
37 C 6.650 -0.161 2.352
38 O 5.996 -1.148 3.177
39 H 7.132 0.615 2.947
40 H 7.444 -0.594 1.743
41 H 5.868 0.402 1.842
42 H 5.326 -0.713 3.710
43 C -1.113 6.480 -4.748
44 O -1.446 7.861 -4.775
45 H -1.516 6.038 -5.659
46 H -0.026 6.404 -4.778
47 H -1.476 5.960 -3.861
48 H -2.381 7.963 -4.967

Löwdin population analysis, charges in e, atoms 1 to 4:
1 C -0.178
2 O -0.118
3 H 0.074
4 H 0.074

Most stable: b

--- a ---
ORCA calculation (wB97M-V/def2-TZVPD) on C6H6O in the gas phase.

## Properties
Lowest unoccupied orbital energy (spin up / spin down) = 0.0695 / 0.0692 eV
Orbital gap (spin up / spin down) = 0.2956 / 0.2955 hartree
Net charge = 0

Positions of all 13 atoms, in Å:
1 C -0.572 -1.945 0.423
2 C 0.406 -1.538 -0.345
3 C 1.750 0.289 -0.006
4 C 0.636 1.206 -0.128
5 C -0.770 0.606 0.196
6 C -0.884 -0.755 -0.451
7 O 2.904 0.186 0.131
8 H -1.024 -2.644 1.086
9 H 0.808 2.083 0.501
10 H 0.629 1.509 -1.179
11 H -0.861 0.526 1.282
12 H -1.530 1.297 -0.164
13 H -1.493 -0.820 -1.347

Löwdin population analysis, charges in e, atoms 1 to 4:
1 C -0.058
2 C -0.005
3 C -0.128
4 C -0.135

--- b ---
ORCA calculation (wB97M-V/def2-TZVPD) on a molecular structure, C6H6O.

## Properties
Lowest unoccupied orbital energy = 0.7488 eV
Orbital gap = 0.3380 hartree
Net charge = 0

Positions of all 13 atoms, in Å:
1 C -1.495 0.233 -0.553
2 C -0.480 -0.389 0.369
3 C -2.696 0.469 -0.112
4 C -0.140 -0.482 1.611
5 C 0.918 -0.862 0.010
6 C 1.792 0.216 -0.444
7 O -3.715 0.770 0.355
8 H -1.049 0.329 -1.597
9 H -0.146 0.057 2.550
10 H 1.052 -1.880 -0.315
11 H 2.788 -0.098 -0.725
12 H 1.913 1.019 0.320
13 H 1.256 0.619 -1.468

Löwdin population analysis, charges in e, atoms 1 to 4:
1 C -0.041
2 C -0.376
3 C -0.193
4 C 0.145

--- c ---
ORCA calculation (wB97M-V/def2-TZVPD) on C6H6O in the gas phase.

## Properties
Lowest unoccupied orbital energy = 0.5756 eV
Orbital gap = 0.3449 hartree
Net charge = 0

Positions of all 13 atoms, in Å:
1 O 1.120 -2.615 0.936
2 C 0.520 -1.543 1.531
3 C -0.489 -0.874 1.033
4 C -1.284 -0.101 0.324
5 C -0.669 0.885 -0.544
6 C -0.612 1.668 -1.576
7 C 0.664 1.509 -0.801
8 H 0.737 -2.716 0.053
9 H 0.963 -1.315 2.496
10 H -2.369 -0.201 0.338
11 H -1.070 2.098 -2.452
12 H 1.479 0.894 -1.196
13 H 1.010 2.311 -0.142

Löwdin population analysis, charges in e, atoms 1 to 4:
1 O 0.005
2 C -0.195
3 C 0.003
4 C -0.056

Most stable: c